A structure of composition C43H42F42N12O29S14. Source: the OMol25 dataset; level of theory: ωB97M-V with the def2-TZVPD basis set.

Values from the calculation:
calculated total energy = -388331.8038 eV
net charge = -2

Structure (XYZ):
```
182
Properties=species:S:1:pos:R:3:mulliken_charge:R:1
S 23.341 8.201 13.590 1.010
S 20.087 6.776 1.015 0.718
S 16.131 10.297 1.374 0.529
S 19.336 13.313 8.207 1.095
S 20.779 2.118 7.564 1.057
S 24.168 8.960 6.760 0.961
S 17.184 12.278 2.382 0.612
S 26.134 10.146 5.822 0.977
S 20.102 14.184 10.430 1.135
S 14.697 11.882 10.588 0.864
S 15.665 9.695 11.343 0.486
S 19.762 4.950 2.745 0.719
S 22.175 8.657 11.211 0.813
S 22.314 0.141 8.320 0.849
F 19.796 4.644 -0.717 -0.213
F 12.593 13.211 11.660 -0.191
F 21.622 -1.644 10.300 -0.238
F 17.224 13.115 5.002 0.001
F 21.847 8.409 15.831 -0.223
F 19.904 12.023 5.842 -0.092
F 20.154 7.476 9.754 0.010
F 14.185 11.629 0.014 -0.222
F 20.524 15.698 12.620 -0.204
F 20.536 0.228 10.491 -0.216
F 26.099 10.894 3.292 -0.241
F 15.687 13.993 3.762 -0.272
F 19.538 6.682 -1.606 -0.228
F 19.458 8.633 11.503 -0.057
F 14.772 9.679 -0.828 -0.093
F 16.773 7.294 11.819 -0.140
F 20.325 4.156 9.432 -0.208
F 20.544 6.735 11.867 -0.227
F 21.078 4.761 7.436 -0.147
F 12.294 10.976 11.521 -0.246
F 15.842 7.425 9.808 -0.138
F 22.139 7.580 7.540 -0.055
F 17.626 14.685 3.617 -0.259
F 21.639 12.815 6.838 -0.202
F 22.621 0.183 11.004 -0.219
F 18.885 2.648 4.108 -0.234
F 12.127 12.394 9.851 -0.222
F 26.808 12.519 4.623 -0.221
F 17.578 3.153 2.534 -0.273
F 20.219 14.197 5.861 -0.228
F 17.458 4.385 4.326 -0.144
F 21.973 16.104 11.055 -0.242
F 21.493 5.950 -1.005 -0.228
F 22.115 7.975 5.256 -0.110
F 24.770 11.907 4.591 -0.217
F 23.496 6.455 6.146 -0.243
F 18.992 4.145 7.746 -0.252
F 23.471 9.743 15.914 -0.248
F 23.747 7.682 16.281 -0.225
F 14.518 7.203 11.643 -0.242
F 13.554 9.734 0.994 -0.187
F 19.947 16.909 10.921 -0.235
O 24.633 8.750 13.229 -0.597
O 17.125 13.048 1.118 -0.678
O 17.054 10.138 11.189 -0.207
O 26.077 10.864 7.129 -0.574
O 20.438 5.556 3.851 -0.301
O 18.510 11.693 2.750 -0.493
O 18.774 13.922 11.045 -0.580
O 15.639 9.720 7.862 1.687
O 21.214 13.288 10.764 -0.589
O 19.344 12.074 8.978 -0.247
O 17.189 10.389 0.372 -0.628
O 27.454 9.554 5.607 -0.692
O 15.428 12.428 11.753 -0.471
O 25.019 8.385 7.790 -0.602
O 20.620 4.062 1.929 -0.621
O 23.743 -0.162 8.155 -0.608
O 19.588 8.092 0.726 -0.519
O 22.018 9.836 10.365 -0.388
O 20.967 2.273 6.133 -0.598
O 14.779 12.717 9.375 -0.647
O 21.410 -0.607 7.449 -0.564
O 16.111 8.967 1.988 -0.206
O 23.287 10.053 7.174 -0.355
O 18.022 13.724 7.722 -0.708
O 21.483 6.756 1.484 -0.571
O 23.081 6.758 13.429 -0.565
O 15.069 9.959 12.687 -0.640
O 19.635 1.417 8.063 -0.665
O 23.178 7.667 10.758 -0.535
N 15.955 11.470 2.594 0.308
N 22.081 1.856 8.295 -0.362
N 14.470 5.842 1.104 0.306
N 22.286 9.100 12.938 -0.361
N 18.883 5.772 1.794 -0.279
N 17.398 8.199 5.908 1.241
N 12.306 6.924 8.829 0.231
N 12.299 11.550 3.515 0.219
N 14.487 7.087 -5.803 0.013
N 20.122 14.641 8.945 -0.563
N 14.743 10.190 10.221 -0.395
N 24.929 9.073 5.438 -0.369
C 11.794 7.645 6.533 -0.840
C 12.477 5.863 9.847 -0.742
C 13.196 10.673 5.549 -0.777
C 15.118 7.975 -5.007 -0.605
C 20.395 7.793 11.078 0.188
C 11.985 8.991 6.861 0.915
C 20.196 5.947 -0.708 0.584
C 12.530 8.223 9.096 -0.195
C 12.026 9.939 5.777 0.124
C 18.228 8.145 4.597 0.065
C 14.275 6.493 -1.627 0.671
C 21.741 -0.304 10.167 0.669
C 26.002 11.449 4.516 0.621
C 15.537 6.444 -0.939 -0.553
C 13.338 11.416 4.329 -0.785
C 20.295 3.890 8.143 0.569
C 14.806 7.131 -7.245 -0.922
C 13.627 5.854 -3.939 -0.789
C 13.265 5.876 0.529 -0.407
C 14.975 7.883 -3.604 -0.365
C 14.603 5.335 2.511 -0.344
C 10.959 10.021 4.883 -0.826
C 13.756 6.041 -5.305 -0.246
C 14.243 6.786 -3.078 0.156
C 15.948 8.067 5.370 0.528
C 11.937 6.628 7.530 -0.636
C 15.612 6.164 0.416 -0.645
C 13.152 6.327 -0.810 -0.528
C 23.087 8.513 15.561 0.597
C 12.760 12.150 10.932 0.546
C 17.883 7.060 6.860 -0.772
C 18.314 3.732 3.506 0.449
C 22.834 7.644 6.377 0.361
C 17.611 9.667 6.498 -0.432
C 15.694 7.716 11.142 0.400
C 17.038 9.875 7.861 -1.288
C 11.134 10.880 3.751 -0.375
C 12.354 12.376 2.285 -1.188
C 14.502 10.373 0.325 0.294
C 20.345 13.073 6.536 0.375
C 12.328 9.212 8.133 -0.474
C 20.645 15.835 11.331 0.368
C 16.904 13.563 3.800 0.475
H 12.130 11.861 1.350 0.438
H 12.468 10.212 8.518 0.507
H 13.743 5.729 3.052 0.298
H 15.367 7.743 6.233 -0.014
H 12.196 4.882 9.464 0.324
H 12.164 6.358 -1.247 0.602
H 14.019 10.616 6.247 1.045
H 14.566 8.118 -7.639 0.325
H 15.730 8.709 -5.510 0.475
H 15.512 8.690 -3.128 0.574
H 15.483 5.842 2.908 -0.319
H 11.754 13.277 2.411 0.421
H 13.140 4.969 -3.558 0.480
H 17.754 6.104 6.353 0.420
H 13.196 5.492 -6.048 0.360
H 17.939 8.991 3.973 -0.021
H 11.666 7.377 5.495 0.512
H 10.398 11.089 2.988 0.474
H 17.968 7.208 4.104 -0.348
H 13.377 12.718 2.132 0.315
H 12.598 8.473 10.144 0.579
H 15.803 7.275 4.635 -0.364
H 18.854 7.260 7.313 0.248
H 16.569 6.125 0.915 0.700
H 13.533 5.746 10.087 0.248
H 12.492 5.511 1.189 0.496
H 17.124 10.450 5.916 -0.458
H 11.755 5.610 7.218 0.389
H 17.544 9.289 8.628 0.118
H 16.463 6.670 -1.447 0.718
H 19.289 8.086 4.840 0.298
H 15.231 9.840 8.723 -0.577
H 14.318 6.278 -7.717 0.274
H 17.193 10.916 8.147 0.814
H 14.742 4.254 2.533 0.340
H 15.554 8.990 4.945 -0.111
H 11.900 6.205 10.707 0.353
H 10.077 9.399 4.894 0.583
H 17.122 6.988 7.637 -0.051
H 18.675 9.878 6.604 0.454
H 14.263 11.933 4.123 0.880
H 15.891 7.053 -7.304 0.393
```